1.
This record from the OMol25 dataset describes a molecular structure, C31H57BClHfO2P in a non-equilibrium geometry. The level of theory is the ωB97M-V functional and the def2-TZVPD basis.

The value obtained for the energy above the lowest of the compared OMol25 structures with the same formula, charge and spin is 1.533 eV. The value obtained for the HOMO energy (spin up / spin down) is -6.074 / -6.077 eV. As for the net charge: 0.

Last column: Löwdin charge in e.
Positions of all 94 atoms, in Å:
Hf 0.76443 -0.85013 1.36296  1.1406
Cl 0.97470 -1.46752 3.64906  0.1738
P 0.00868 -0.03682 -1.12389  1.0524
C -1.59316 -0.94611 0.88606  -0.2842
H -2.64674 -1.09963 0.42836  0.0796
H -1.84491 -0.02941 1.55842  0.0631
C 1.83034 0.21095 -1.36312  -0.4503
C -0.78691 1.61670 -1.22335  -0.4063
C 2.34183 0.20975 -2.81139  -0.2081
H 2.04744 1.20691 -0.93667  0.1201
C 3.83348 0.52587 -2.84021  -0.1956
H 2.16909 -0.76625 -3.27217  0.0927
H 1.80454 0.94988 -3.41590  0.1006
C 4.66667 -0.40032 -1.95050  -0.1921
H 4.19770 0.48856 -3.87082  0.1120
H 3.98205 1.55603 -2.50693  0.1155
C 4.10015 -0.54404 -0.53738  -0.1748
H 4.73432 -1.38853 -2.41702  0.1147
H 5.69356 -0.01195 -1.88704  0.1154
C 2.57055 -0.83737 -0.51327  -0.2481
H 4.62339 -1.33899 0.01184  0.1183
H 4.26484 0.38084 0.03141  0.1229
H 2.42548 -1.84989 -0.92413  0.1294
H 2.35821 -0.81219 0.63706  0.0217
C -0.64022 -1.10117 -2.52580  -0.3742
C -2.29787 1.43247 -1.43465  -0.2023
H -0.63741 2.04181 -0.21284  0.1016
C -3.00575 2.79207 -1.41010  -0.1889
H -2.48812 0.93494 -2.40032  0.1018
H -2.69961 0.77990 -0.65346  0.0860
C -2.40692 3.81312 -2.38603  -0.1993
H -4.07290 2.64594 -1.61620  0.1106
H -2.93622 3.20435 -0.39576  0.1166
C -0.88404 3.91821 -2.24187  -0.1940
H -2.66127 3.54182 -3.42093  0.1120
H -2.85637 4.79502 -2.20105  0.1072
C -0.16186 2.56521 -2.25558  -0.1982
H -0.46385 4.55389 -3.03234  0.1101
H -0.65622 4.41863 -1.29524  0.1148
H -0.24125 2.12173 -3.26256  0.0978
H 0.90946 2.71465 -2.05437  0.1065
C 0.10744 -2.44457 -2.67538  -0.1979
H -1.66918 -1.31589 -2.17438  0.1136
C -0.63691 -3.37228 -3.65277  -0.1882
H 1.12600 -2.26675 -3.05311  0.0992
H 0.19799 -2.96377 -1.72165  0.0719
C -0.86818 -2.73210 -5.02657  -0.1994
H -0.07063 -4.30299 -3.76145  0.1110
H -1.60929 -3.64177 -3.21828  0.1165
C -1.43757 -1.30969 -4.92056  -0.1910
H 0.07293 -2.71586 -5.58937  0.1105
H -1.56698 -3.35737 -5.60341  0.1100
C -0.72230 -0.41207 -3.90433  -0.2051
H -1.41589 -0.81876 -5.89417  0.1080
H -2.49521 -1.38113 -4.63124  0.1165
H 0.29496 -0.19667 -4.26362  0.0996
H -1.25300 0.54863 -3.83752  0.0839
C -0.02611 -2.87730 0.90123  -0.3896
C -1.52226 -2.50691 0.77921  -0.4323
H 0.40375 -3.16886 -0.05689  0.0320
C -2.53486 -3.36426 1.67520  -0.1689
H -1.87471 -2.63988 -0.27142  0.1008
C -1.92094 -3.62405 3.02414  -0.2406
H -3.51532 -2.80962 1.80228  0.1205
H -2.74311 -4.30989 1.14664  0.1107
C -0.71178 -4.56558 2.89053  -0.2220
H -1.60981 -2.68209 3.50346  0.0801
H -2.67518 -4.10181 3.67667  0.1085
C 0.30213 -4.15391 1.79329  -0.2412
H -0.23326 -4.69195 3.86523  0.0956
H -1.11202 -5.56325 2.61285  0.1044
H 1.30414 -4.01979 2.30971  0.0729
H 0.45243 -5.03371 1.15709  0.0845
C 1.79168 3.70648 4.10019  -0.0280
C 1.11421 2.34164 4.04785  -0.5085
C 1.45611 1.62587 5.33511  -0.0271
O 1.69373 1.68682 2.93198  0.0059
B 0.57600 1.35500 2.13215  -0.6537
O -0.55114 2.16479 2.33108  0.0338
C -0.44995 2.42301 3.74094  -0.4865
C -1.30013 1.40604 4.50825  -0.0239
C -1.05935 3.78788 4.03049  -0.0235
H 2.87395 3.52959 4.13135  0.0949
H 1.50926 4.24122 5.00685  0.0878
H 1.56226 4.31307 3.21643  0.0927
H 2.53961 1.63167 5.46440  0.0952
H 1.01245 2.17120 6.17031  0.0958
H 1.12271 0.58826 5.33356  0.0334
H -1.34369 1.67679 5.57263  0.0930
H -2.32866 1.44615 4.12059  0.0990
H -0.92124 0.38407 4.41230  0.0475
H -0.52687 4.60613 3.51091  0.0857
H -2.11089 3.79747 3.72687  0.0914
H -1.01667 3.97385 5.12211  0.0992

=====

2.
This record from the OMol25 dataset describes a molecular structure, C50H50Cl10CuF12N8O20S4 in a non-equilibrium geometry. The level of theory is the ωB97M-V functional and the def2-TZVPD basis.

The value obtained for the HOMO energy (spin up / spin down) is -9.818 / -9.818 eV. The spin multiplicity is 2. As for the net charge: 0.

Last column: Löwdin spin population.
Positions of all 155 atoms, in Å:
Cu 9.95115 -15.12933 -10.55967  0.7836
C 13.67891 -14.34689 -12.27896  -0.0006
F 12.85818 -13.97301 -13.23469  -0.0001
F 14.18636 -15.52229 -12.51394  -0.0001
F 14.64097 -13.47317 -12.20000  -0.0002
S 12.70461 -14.32371 -10.62692  0.0015
O 13.57127 -14.01364 -9.55142  0.0051
O 11.62465 -13.40929 -10.86443  0.0162
N 11.85445 -15.76809 -10.51958  0.0425
S 12.85362 -17.05622 -10.39294  0.0043
O 12.55370 -18.01496 -11.38127  0.0005
O 14.20887 -16.67895 -10.17759  0.0093
C 12.37509 -17.77616 -8.76024  0.0007
F 13.30773 -18.68935 -8.41653  0.0002
F 12.27031 -16.82218 -7.82443  0.0000
F 11.19348 -18.42086 -8.87970  0.0003
C 9.20441 -11.72522 -8.49274  -0.0004
F 10.21978 -11.54412 -9.26537  -0.0001
F 9.48152 -11.23286 -7.31328  0.0002
F 8.18458 -11.11961 -8.96624  -0.0001
S 8.88740 -13.58814 -8.35470  0.0036
O 10.19728 -14.21245 -8.40500  0.0240
O 8.07748 -13.92138 -7.25954  0.0068
N 8.33023 -14.07524 -9.86384  0.0494
S 6.69651 -14.15179 -9.76181  0.0044
O 6.25440 -15.35807 -9.13671  0.0006
O 6.17293 -12.92826 -9.30951  0.0098
C 6.12268 -14.36843 -11.51409  0.0001
F 6.54401 -13.38968 -12.33259  -0.0001
F 6.58365 -15.51775 -11.96333  0.0003
F 4.79378 -14.36286 -11.49862  0.0000
Cl 13.58649 -8.47641 -9.25927  0.0000
C 14.09541 -10.19178 -9.18351  0.0000
C 15.35442 -10.39868 -8.37645  0.0000
Cl 16.70072 -9.38738 -8.94074  0.0000
H 14.28069 -10.54977 -10.18297  0.0000
H 13.23788 -10.71117 -8.78272  0.0000
H 15.66348 -11.42584 -8.56319  0.0000
H 15.17594 -10.27381 -7.31528  0.0000
Cl -0.47548 -12.17329 -9.89497  0.0000
C 0.87591 -12.83875 -8.95401  0.0000
C 2.13278 -12.91919 -9.75608  0.0000
Cl 2.72687 -11.32778 -10.32299  0.0000
H 0.59583 -13.85249 -8.67443  0.0000
H 1.05857 -12.25534 -8.05940  0.0000
H 2.02906 -13.52284 -10.65496  0.0000
H 2.95687 -13.38821 -9.21481  0.0000
Cl 10.58273 -13.18978 -4.92498  0.0000
C 12.20054 -13.68997 -5.52673  0.0001
C 13.13353 -12.58072 -5.23736  0.0000
Cl 12.81615 -11.06451 -6.09225  0.0000
H 12.06398 -13.91942 -6.58011  0.0001
H 12.45971 -14.60900 -5.01285  0.0000
H 14.19059 -12.81040 -5.37042  0.0000
H 13.08367 -12.35898 -4.16997  0.0000
Cl 1.20697 -14.37725 -12.95117  0.0000
C 2.29338 -13.97635 -14.32091  0.0000
C 2.96807 -12.64870 -14.07972  0.0000
Cl 1.85128 -11.28153 -14.32511  0.0000
H 1.70099 -13.99528 -15.22450  0.0000
H 3.04006 -14.76706 -14.31171  0.0000
H 3.80565 -12.53438 -14.76958  0.0000
H 3.34565 -12.55850 -13.06651  0.0000
Cl 3.12747 -11.42341 -6.36711  0.0000
C 4.88825 -11.75839 -6.37765  0.0000
C 5.47549 -11.03640 -5.22749  0.0000
Cl 7.22927 -11.33254 -5.13640  0.0000
H 5.25981 -11.34955 -7.31405  0.0000
H 5.04361 -12.82716 -6.39901  0.0000
H 5.03298 -11.46125 -4.33014  0.0000
H 5.25708 -9.97425 -5.25469  0.0000
C 11.14327 -8.44566 -4.80213  0.0000
C 10.07152 -8.49432 -5.68853  0.0000
C 8.78463 -8.34269 -5.18639  0.0000
C 8.57405 -8.21841 -3.82767  0.0000
C 9.62215 -8.20458 -2.94159  0.0000
C 10.89831 -8.39082 -3.41711  0.0000
N 7.23774 -8.00091 -3.33889  0.0000
O 7.00627 -8.34422 -2.21174  0.0000
O 6.44883 -7.49101 -4.06206  0.0000
H 12.16142 -8.57589 -5.14601  0.0000
H 10.15606 -8.59085 -6.76563  0.0000
H 7.90053 -8.42568 -5.80716  0.0000
H 9.46550 -7.99760 -1.89153  0.0000
H 11.75905 -8.40766 -2.76104  0.0000
C 5.82697 -13.96624 -3.17648  0.0000
C 6.47622 -14.59540 -4.24338  0.0000
C 5.73248 -15.18427 -5.24880  0.0000
C 4.36072 -15.15997 -5.15243  0.0000
C 3.71047 -14.52018 -4.12776  0.0000
C 4.44634 -13.95157 -3.11063  0.0000
N 3.58880 -15.63609 -6.28590  0.0000
O 4.07754 -16.50359 -6.95155  0.0000
O 2.48229 -15.17917 -6.44547  0.0000
H 6.54184 -13.67642 -2.41127  0.0000
H 7.55106 -14.47860 -4.31642  0.0000
H 6.21404 -15.67956 -6.08612  0.0000
H 2.64182 -14.36218 -4.14362  0.0000
H 3.98037 -13.39111 -2.30923  0.0000
C 9.67907 -7.63520 -12.72391  0.0000
C 9.79007 -8.72907 -11.87400  0.0000
C 10.80718 -9.63423 -12.04858  0.0000
C 11.68705 -9.46074 -13.09608  0.0000
C 11.59014 -8.40546 -13.96496  0.0000
C 10.56313 -7.50232 -13.79757  0.0000
N 12.69884 -10.45342 -13.33615  0.0000
O 13.50504 -10.21778 -14.16605  0.0000
O 12.70122 -11.45366 -12.61340  0.0001
H 8.83693 -6.96523 -12.58624  0.0000
H 9.04134 -8.94171 -11.12270  0.0000
H 10.79955 -10.53765 -11.45873  0.0000
H 12.20679 -8.30557 -14.84725  0.0000
H 10.48457 -6.68952 -14.50790  0.0000
C 10.51648 -13.29286 -17.18269  -0.0001
C 10.14583 -12.07025 -16.59917  0.0001
C 9.68519 -12.04418 -15.30275  0.0001
C 9.73973 -13.18442 -14.55799  0.0007
C 10.06740 -14.41081 -15.12375  -0.0001
C 10.50068 -14.44467 -16.43927  0.0000
N 9.25514 -13.15072 -13.19814  0.0013
O 8.60022 -12.20139 -12.82252  -0.0009
O 9.55364 -14.09631 -12.49922  0.0130
H 10.75038 -13.27583 -18.24027  0.0000
H 10.25463 -11.18199 -17.20537  0.0000
H 9.33562 -11.11710 -14.87010  0.0000
H 9.87077 -15.35388 -14.63099  0.0000
H 10.75141 -15.39026 -16.90105  0.0000
C 7.18721 -7.82738 -8.89363  0.0000
C 7.15325 -6.86921 -7.88835  0.0000
C 5.97662 -6.64460 -7.20993  0.0000
C 4.82100 -7.28247 -7.56824  0.0000
C 4.83452 -8.17797 -8.62043  0.0000
C 6.02248 -8.48242 -9.25879  0.0000
N 3.62917 -7.11687 -6.74115  0.0000
O 3.71285 -6.33740 -5.84444  0.0000
O 2.62260 -7.68852 -7.05205  0.0000
H 8.11263 -7.99036 -9.43458  0.0000
H 8.01936 -6.28146 -7.61901  0.0000
H 5.96301 -5.89007 -6.43402  0.0000
H 3.93925 -8.78229 -8.75904  0.0000
H 6.02547 -9.25876 -10.01526  0.0000
C 7.80200 -17.61423 -4.48643  0.0001
C 8.86371 -16.90381 -5.06880  0.0000
C 9.01097 -16.84711 -6.43542  0.0002
C 8.09438 -17.50717 -7.21947  0.0011
C 7.07943 -18.26393 -6.67853  0.0001
C 6.93812 -18.32283 -5.31208  0.0001
N 8.18114 -17.41011 -8.63257  0.0014
O 7.24586 -17.76935 -9.27925  0.0026
O 9.21112 -16.87598 -9.09361  0.0184
H 7.74561 -17.65523 -3.40845  0.0000
H 9.55386 -16.41514 -4.38731  0.0000
H 9.85431 -16.34517 -6.89878  0.0000
H 6.26862 -18.57573 -7.32765  0.0000
H 6.09817 -18.78719 -4.80633  0.0000

=====

3.
This record from the OMol25 dataset describes 2 unconnected molecules or ions with the total composition BrClO2S in a non-equilibrium geometry. The level of theory is the ωB97M-V functional and the def2-TZVPD basis.

The value obtained for the energy above the lowest of the compared OMol25 structures with the same formula, charge and spin is 0.178 eV. The value obtained for the HOMO energy is -10.881 eV. As for the net charge: 0.

Last column: Löwdin charge in e.
Positions of all 5 atoms, in Å:
O 1.03530 0.42045 -0.26680  -0.5012
O -0.88627 0.88388 1.38665  -0.4401
S -0.38036 0.82278 0.03508  0.8048
Cl 0.50493 -2.59044 -0.94194  -0.0478
Br -1.53992 -2.03120 -1.13290  0.1844